No. 1
The following is a DFT calculation (ωB97M-V/def2-TZVPD) of a molecular structure, C50H39ClDyN3PS2Si in a non-equilibrium geometry.

Summary:
2S+1	6
highest occupied orbital energy (spin up / spin down)	-9.22 / -9.25	eV
energy above the lowest of the compared OMol25 structures with the same formula, charge and spin	0.000	eV
net charge	+1

Each line ends with the Mulliken charge.
Atoms and positions in Å:
Dy: -0.103 1.100 -0.355  -0.2200
S: 2.037 -0.441 6.568  -0.1918
C: 3.708 -0.120 6.691  -0.3859
C: 4.225 0.343 5.520  -0.6451
C: 3.247 0.439 4.500  -0.4971
C: 2.003 0.045 4.919  0.2859
C: 0.765 0.013 4.143  0.8536
C: 0.795 0.287 2.760  -1.0334
N: -0.274 0.277 1.990  0.9438
C: -1.486 0.004 2.530  -1.2029
C: -1.625 -0.291 3.892  0.7945
C: -2.927 -0.578 4.425  -1.1122
C: -4.017 -0.558 3.632  -1.2431
C: -3.906 -0.252 2.233  0.7200
C: -5.019 -0.210 1.381  -0.5231
C: -4.868 0.099 0.044  0.8902
C: -3.557 0.361 -0.403  -1.4636
N: -2.493 0.328 0.370  1.3990
C: -2.648 0.027 1.680  -0.0123
C: -5.996 0.168 -0.884  0.3111
C: -7.320 -0.055 -0.613  -0.4326
C: -8.150 0.106 -1.749  -0.6168
C: -7.446 0.447 -2.862  -0.4006
S: -5.776 0.579 -2.542  -0.0791
C: -0.469 -0.280 4.688  -0.6512
H: 4.221 -0.289 7.622  0.4545
H: 5.262 0.609 5.390  0.3987
H: 3.469 0.800 3.507  0.6213
H: 1.734 0.511 2.264  0.2746
H: -3.014 -0.805 5.479  0.4875
H: -4.998 -0.768 4.037  0.4838
H: -5.998 -0.415 1.794  0.4051
H: -3.378 0.615 -1.443  0.3215
H: -7.698 -0.322 0.361  0.3907
H: -9.221 -0.024 -1.736  0.4019
H: -7.822 0.633 -3.853  0.4441
H: -0.569 -0.500 5.744  0.4840
Cl: -0.766 0.684 -3.078  0.0003
C: -0.914 -0.930 -3.804  0.8825
C: -1.246 -0.946 -5.145  -0.9026
C: -1.377 -2.176 -5.773  -0.5379
C: -1.173 -3.345 -5.057  -0.8371
C: -0.832 -3.291 -3.715  -0.3962
C: -0.689 -2.072 -3.049  -0.3919
P: -0.262 -1.968 -1.277  1.7443
C: 1.548 -1.765 -1.280  -0.1409
C: 2.322 -1.589 -2.423  -0.6771
C: 3.686 -1.358 -2.310  -0.7383
C: 4.288 -1.314 -1.063  -0.6026
C: 3.527 -1.503 0.082  -0.8132
C: 2.164 -1.714 -0.025  -0.1181
C: -0.555 -3.651 -0.683  -0.1757
C: 0.429 -4.635 -0.658  0.0054
C: 0.117 -5.913 -0.218  -0.7021
C: -1.173 -6.214 0.193  -0.5350
C: -2.157 -5.233 0.177  -0.6421
C: -1.846 -3.953 -0.251  -0.5092
H: -1.399 -0.022 -5.682  0.5714
H: -1.639 -2.214 -6.821  0.4088
H: -1.277 -4.305 -5.543  0.4354
H: -0.675 -4.210 -3.166  0.4715
H: 1.866 -1.630 -3.404  0.4179
H: 4.281 -1.218 -3.203  0.4746
H: 5.350 -1.126 -0.982  0.3972
H: 3.996 -1.479 1.057  0.4757
H: 1.571 -1.862 0.874  0.6325
H: 1.436 -4.405 -0.983  0.4301
H: 0.884 -6.675 -0.201  0.4376
H: -1.412 -7.213 0.532  0.3952
H: -3.161 -5.464 0.505  0.4374
H: -2.612 -3.184 -0.254  0.4823
C: -0.247 4.953 -1.090  -1.0035
Si: -1.182 3.765 0.030  0.4266
C: -0.718 4.073 1.839  -1.0469
C: -3.049 3.958 -0.173  -1.0065
H: -0.506 5.981 -0.815  0.3380
H: -0.501 4.818 -2.142  0.2824
H: 0.832 4.835 -0.989  0.2635
H: -0.974 5.108 2.091  0.4281
H: 0.350 3.948 2.022  0.2347
H: -1.263 3.424 2.527  0.2395
H: -3.322 4.991 0.069  0.4133
H: -3.607 3.305 0.499  0.1892
H: -3.382 3.761 -1.192  0.2681
N: 9.861 3.750 -1.806  -0.4714
C: 8.757 3.472 -1.653  -0.0891
C: 7.379 3.127 -1.460  0.5785
C: 6.716 3.543 -0.306  -0.7103
C: 5.388 3.213 -0.120  -0.3987
C: 4.703 2.463 -1.080  0.5071
C: 5.380 2.051 -2.232  -0.2973
C: 6.707 2.380 -2.425  -0.7979
C: 3.331 2.107 -0.890  -0.0555
C: 2.169 1.784 -0.709  -0.2894
H: 7.248 4.125 0.435  0.4591
H: 4.867 3.534 0.771  0.5084
H: 4.848 1.475 -2.976  0.5388
H: 7.228 2.064 -3.318  0.4562

No. 2
The following is a DFT calculation (ωB97M-V/def2-TZVPD) of 6 unconnected molecules or ions with the total composition C29H58N2O11PS in a non-equilibrium geometry.

Summary:
highest occupied orbital energy	-11.03	eV
energy above the lowest of the compared OMol25 structures with the same formula, charge and spin	0.000	eV
net charge	+1

Each line ends with the Mulliken charge.
Atoms and positions in Å:
P: -0.172 3.179 -1.645  0.1303
C: -1.272 1.676 -1.815  -0.6976
C: -1.497 1.073 -0.344  -0.5444
C: -0.273 0.139 -0.020  -0.6717
C: -0.707 -1.291 0.528  -0.3942
C: 0.556 -2.213 0.416  -0.7172
C: 0.330 -3.677 0.911  -0.4436
C: 1.663 -4.486 0.571  -0.7988
S: 1.965 -5.907 1.686  -0.1756
C: 2.512 -5.283 3.267  0.4620
N: 3.721 -5.405 3.799  -0.4543
N: 3.671 -4.813 5.021  -0.1987
C: 2.453 -4.340 5.210  0.0631
O: 1.677 -4.601 4.115  -0.2528
H: 0.404 3.523 -2.896  0.2130
H: 0.788 2.944 -0.635  0.1391
H: -0.970 4.261 -1.177  0.2076
H: -2.227 2.071 -2.245  0.3910
H: -0.817 0.909 -2.482  0.5077
H: -1.410 1.962 0.336  0.4543
H: -2.466 0.545 -0.242  0.1253
H: 0.383 -0.070 -0.904  0.4741
H: 0.377 0.573 0.779  0.2843
H: -1.605 -1.689 0.003  0.1598
H: -1.020 -1.111 1.590  0.2866
H: 0.839 -2.236 -0.664  0.2818
H: 1.350 -1.746 1.047  0.2988
H: 0.093 -3.758 1.997  0.3672
H: -0.501 -4.168 0.343  0.2436
H: 2.498 -3.740 0.607  0.3992
H: 1.582 -4.798 -0.493  0.4229
H: 2.056 -3.818 6.095  0.4105
O: 1.103 5.943 -0.791  -0.4547
C: 2.126 5.832 -0.152  0.7744
O: 2.570 4.601 0.160  -0.3496
C: 3.848 4.335 0.768  -0.4243
C: 3.786 4.504 2.272  -0.9922
C: 2.858 7.035 0.368  -1.0175
H: 4.629 4.942 0.308  0.3707
H: 4.084 3.297 0.532  0.3284
H: 3.530 5.526 2.554  0.2789
H: 4.746 4.253 2.725  0.3735
H: 3.017 3.857 2.697  0.3052
H: 2.363 7.390 1.272  0.2765
H: 2.824 7.818 -0.392  0.2398
H: 3.910 6.856 0.577  0.3366
O: 4.154 0.301 8.076  -0.5785
C: 4.676 -0.777 8.199  0.7365
O: 5.279 -1.097 9.357  -0.3767
C: 5.784 -2.403 9.665  -0.3908
C: 7.170 -2.607 9.089  -0.9293
C: 4.737 -1.743 7.044  -0.8513
H: 5.080 -3.176 9.351  0.3572
H: 5.836 -2.456 10.753  0.3119
H: 7.170 -2.539 8.000  0.2651
H: 7.563 -3.584 9.372  0.3410
H: 7.851 -1.835 9.453  0.3063
H: 5.549 -1.452 6.378  0.2621
H: 3.791 -1.691 6.504  0.2350
H: 4.865 -2.782 7.338  0.3065
O: 1.647 8.913 -1.912  -0.5859
C: 0.760 8.762 -2.711  0.7514
O: 1.013 8.920 -4.021  -0.3651
C: 0.081 8.609 -5.064  -0.3695
C: -0.890 9.749 -5.293  -0.9501
C: -0.648 8.480 -2.259  -0.9151
H: -0.423 7.661 -4.864  0.3055
H: 0.677 8.458 -5.965  0.3147
H: -1.493 9.951 -4.407  0.2766
H: -1.562 9.521 -6.122  0.3543
H: -0.349 10.668 -5.522  0.3042
H: -1.117 9.414 -1.952  0.2834
H: -0.604 7.800 -1.408  0.2329
H: -1.269 7.995 -3.010  0.3268
O: -2.898 -1.434 -2.650  -0.5534
C: -4.017 -1.697 -2.283  0.9144
O: -4.542 -1.034 -1.235  -0.3904
C: -5.911 -1.146 -0.817  -0.4086
C: -6.118 -2.358 0.067  -1.0080
C: -4.804 -2.807 -2.924  -1.1376
H: -6.581 -1.134 -1.678  0.3717
H: -6.127 -0.243 -0.245  0.3750
H: -5.892 -3.286 -0.459  0.2660
H: -7.150 -2.405 0.418  0.3842
H: -5.454 -2.316 0.933  0.2965
H: -4.473 -3.761 -2.514  0.2500
H: -4.614 -2.792 -3.996  0.3314
H: -5.880 -2.716 -2.804  0.3182
O: -5.875 -4.704 -5.879  -0.5504
C: -5.332 -5.778 -5.846  0.8345
O: -4.699 -6.170 -4.724  -0.3781
C: -4.166 -7.486 -4.521  -0.4049
C: -2.789 -7.622 -5.137  -0.9782
C: -5.279 -6.656 -7.069  -1.0544
H: -4.864 -8.246 -4.877  0.3553
H: -4.092 -7.618 -3.441  0.3243
H: -2.813 -7.474 -6.217  0.2763
H: -2.374 -8.610 -4.934  0.3698
H: -2.114 -6.866 -4.731  0.2979
H: -4.486 -6.302 -7.726  0.2645
H: -6.236 -6.582 -7.586  0.3211
H: -5.126 -7.711 -6.853  0.3351

No. 3
The following is a DFT calculation (ωB97M-V/def2-TZVPD) of a molecular structure, C41H46N9NaO2Sb.

Summary:
highest occupied orbital energy	-9.59	eV
energy above the lowest of the compared OMol25 structures with the same formula, charge and spin	0.000	eV
net charge	+1

Each line ends with the Mulliken charge.
Atoms and positions in Å:
Na: 0.237 0.157 0.489  0.4768
C: -2.740 -2.800 2.408  -0.7917
C: -3.904 -2.052 2.492  -1.1154
C: -3.839 -0.680 2.324  -1.0307
C: -2.606 -0.091 2.064  0.8114
N: -1.488 -0.813 1.976  0.4377
C: -1.555 -2.130 2.149  -0.3002
C: -2.440 1.384 1.881  0.0316
C: -3.473 2.288 2.112  -0.9448
C: -3.215 3.640 1.969  -1.4437
C: -1.942 4.059 1.627  -0.6420
C: -0.965 3.092 1.415  -0.2412
N: -1.227 1.794 1.518  1.3402
C: 0.442 3.444 1.056  0.5738
C: 0.961 4.707 1.325  -1.0887
C: 2.275 4.982 0.987  -1.0324
C: 3.035 3.989 0.396  -0.8377
C: 2.440 2.756 0.178  -0.4342
N: 1.179 2.480 0.494  1.5316
H: -2.742 -3.872 2.551  0.5697
H: -4.855 -2.530 2.690  0.4344
H: -4.741 -0.090 2.376  0.4367
H: -0.615 -2.664 2.070  0.4537
H: -4.457 1.955 2.405  0.4571
H: -4.003 4.364 2.129  0.4357
H: -1.728 5.111 1.503  0.4884
H: 0.356 5.458 1.812  0.5062
H: 2.699 5.957 1.190  0.4344
H: 4.066 4.155 0.117  0.5379
H: 3.004 1.945 -0.270  0.0242
C: 0.977 1.020 3.707  -1.1035
C: 2.268 0.730 3.000  0.6873
C: 3.422 1.434 3.347  -0.6898
C: 4.616 1.125 2.735  -0.7608
C: 4.638 0.075 1.825  -0.7147
C: 3.454 -0.580 1.526  -0.1082
N: 2.274 -0.229 2.068  0.3878
Sb: 3.599 -2.367 0.321  0.6468
C: 1.994 -3.470 1.220  -0.1451
C: 1.158 -4.345 0.537  -0.1461
C: 0.354 -5.194 1.286  -0.5758
C: 0.397 -5.125 2.666  -0.5633
C: 1.262 -4.214 3.274  0.5280
C: 1.371 -4.113 4.767  -1.4554
N: 2.051 -3.415 2.553  -0.3368
C: 2.693 -1.551 -1.459  -0.2348
C: 3.242 -0.391 -1.995  -0.4518
C: 2.879 -0.009 -3.277  -0.6863
C: 1.981 -0.795 -3.973  -0.5396
C: 1.445 -1.923 -3.359  0.8697
C: 0.420 -2.766 -4.061  -1.4926
N: 1.801 -2.296 -2.125  -0.0719
H: 0.713 2.076 3.632  0.2448
H: 0.171 0.418 3.292  -0.1338
H: 1.086 0.786 4.768  0.5881
H: 3.366 2.209 4.101  0.5394
H: 5.523 1.662 2.984  0.4447
H: 5.570 -0.249 1.377  0.5243
H: 1.162 -4.368 -0.545  0.4446
H: -0.287 -5.922 0.800  0.5792
H: -0.212 -5.779 3.277  0.4713
H: 2.168 -4.769 5.122  0.3365
H: 1.624 -3.095 5.055  0.2981
H: 0.446 -4.411 5.259  0.4154
H: 3.975 0.175 -1.432  0.6328
H: 3.307 0.875 -3.734  0.4973
H: 1.692 -0.545 -4.986  0.3270
H: 0.403 -3.765 -3.634  0.3220
H: 0.628 -2.830 -5.129  0.4992
H: -0.575 -2.325 -3.948  0.1492
N: -1.602 -4.032 -1.470  -0.4884
C: -2.632 -3.007 -1.542  -1.1992
C: -2.112 -1.662 -1.066  0.1958
O: -2.830 -0.736 -0.806  -0.6003
O: -0.778 -1.562 -0.981  2.2279
H: -1.603 -4.482 -0.563  0.0802
H: -0.371 -2.425 -1.216  -0.5523
H: -1.734 -4.746 -2.173  0.2544
H: -3.541 -3.217 -0.975  0.3507
H: -2.935 -2.862 -2.581  0.4035
C: -1.277 0.780 -3.364  0.6052
C: -1.785 1.612 -4.571  -0.9545
N: -1.864 3.025 -4.204  -0.1985
C: -0.516 3.508 -3.906  -0.8784
C: 0.144 2.614 -2.823  0.1956
N: -0.838 1.666 -2.278  0.7454
C: -2.004 2.428 -1.808  0.2106
C: -2.687 3.149 -3.000  -0.9597
H: -0.438 0.141 -3.644  -1.1583
H: -2.070 0.144 -2.969  0.4506
H: -2.774 1.280 -4.894  0.3639
H: -1.113 1.523 -5.428  0.3427
H: -0.595 4.544 -3.570  0.3318
H: 0.065 3.507 -4.831  0.3358
H: 0.539 3.214 -2.001  0.1365
H: 0.974 2.034 -3.235  -0.1942
H: -1.650 3.154 -1.074  -0.1921
H: -2.683 1.740 -1.303  0.1708
H: -2.835 4.211 -2.790  0.3961
H: -3.667 2.718 -3.215  0.2758

No. 4
The following is a DFT calculation (ωB97M-V/def2-TZVPD) of a molecular structure, C25H14Cl5IrNO4S2.

Summary:
2S+1	2
highest occupied orbital energy (spin up / spin down)	-14.81 / -14.80	eV
energy above the lowest of the compared OMol25 structures with the same formula, charge and spin	0.000	eV
net charge	+2

Each line ends with the Mulliken charge.
Atoms and positions in Å:
Ir: -0.164 0.151 0.885  1.2462
Cl: 0.450 -0.379 3.150  -0.0584
C: 1.992 -0.424 2.325  1.3015
C: 1.727 -0.164 0.981  -1.8153
C: 2.802 -0.153 0.060  1.0530
Cl: 2.497 0.175 -1.575  -0.1145
C: 4.074 -0.450 0.520  0.0440
Cl: 5.384 -0.488 -0.564  -0.1066
C: 4.288 -0.745 1.888  0.6394
Cl: 5.821 -1.123 2.442  -0.0497
C: 3.206 -0.733 2.836  -0.1486
Cl: 3.427 -1.091 4.469  -0.1103
O: 1.636 -2.618 0.532  -0.5640
C: 0.429 -2.807 0.561  0.6176
N: -0.496 -1.799 0.516  -0.1227
S: -2.047 -2.315 0.918  1.1615
O: -2.316 -1.837 2.244  -0.6535
O: -2.942 -1.926 -0.129  -0.5846
C: -1.616 -4.012 0.868  0.4936
C: -2.446 -5.105 0.982  -0.7768
C: -1.847 -6.359 0.900  -0.5508
C: -0.475 -6.491 0.709  -0.6121
C: 0.345 -5.374 0.591  -0.4430
C: -0.247 -4.128 0.672  0.0472
H: -3.512 -4.998 1.130  0.4995
H: -2.460 -7.245 0.987  0.4359
H: -0.041 -7.480 0.648  0.4228
H: 1.411 -5.468 0.435  0.5351
O: -0.121 2.166 1.354  -0.5299
S: -1.100 3.105 0.569  0.0617
C: -0.118 4.238 -0.331  0.9135
C: -0.287 5.573 0.025  -0.5044
C: 0.465 6.536 -0.633  -0.6823
C: 1.365 6.154 -1.615  -0.4410
C: 1.529 4.811 -1.957  -0.7917
C: 0.785 3.841 -1.318  -0.0175
C: -1.731 2.029 -0.704  0.7676
C: -1.080 0.818 -1.016  0.9021
C: -1.630 -0.042 -1.974  -0.1837
C: -2.819 0.301 -2.594  -0.6746
C: -3.463 1.481 -2.255  -0.6502
C: -2.933 2.345 -1.302  -0.5574
H: -0.989 5.852 0.800  0.4364
H: 0.348 7.579 -0.376  0.4202
H: 1.949 6.907 -2.126  0.4216
H: 2.235 4.533 -2.727  0.4372
H: 0.898 2.798 -1.583  0.2154
H: 0.051 0.699 -0.903  -1.2216
H: -1.118 -0.961 -2.223  0.4786
H: -3.257 -0.365 -3.324  0.4792
H: -4.403 1.732 -2.729  0.4342
H: -3.457 3.254 -1.033  0.5002

No. 5
The following is a DFT calculation (ωB97M-V/def2-TZVPD) of C22H14N4O4 in the gas phase in a non-equilibrium geometry.

Summary:
structure (SMILES)	O=C(Nc1ccc(-n2nncc2-c2ccco2)cc1)c1cc2ccccc2oc1=O
highest occupied orbital energy	-8.16	eV
net charge	0

Each line ends with the Mulliken charge.
Atoms and positions in Å:
O: 3.714 -1.291 2.078  -0.7384
O: 1.050 1.680 1.598  -0.6983
N: -3.255 -2.371 -4.735  -0.6414
N: -2.251 -2.452 -3.938  -0.4481
O: -3.700 0.640 -1.131  -0.2182
O: 4.848 -0.265 3.751  -0.3236
C: 3.882 -0.324 2.806  0.5384
C: 1.900 0.788 1.568  0.6096
C: -4.079 -1.335 -4.317  -0.3525
C: -4.589 1.575 -0.684  -0.4538
C: -5.535 1.888 -1.658  -0.3639
C: -5.217 1.070 -2.783  -0.8147
C: -4.145 0.279 -2.379  0.6074
C: 2.950 0.829 2.571  0.0104
C: 3.142 1.972 3.304  -0.6306
C: -3.555 -0.789 -3.154  0.2843
C: 6.669 2.363 5.627  -0.4889
C: 5.767 3.431 5.526  -0.5745
C: 6.341 1.125 5.044  -0.5750
C: 4.582 3.264 4.793  -0.6700
C: 0.567 -1.810 -0.718  -0.5898
C: 0.084 0.552 -0.983  -0.2158
C: -0.486 -2.133 -1.583  -0.7487
C: -0.964 0.251 -1.882  -0.3064
C: 5.151 0.961 4.289  -0.1659
C: 4.293 2.055 4.164  1.3939
C: 0.838 -0.473 -0.357  0.3848
C: -1.286 -1.075 -2.141  0.1397
N: 1.786 -0.240 0.649  -0.1001
N: -2.338 -1.458 -2.981  0.6218
H: -5.031 -1.046 -4.771  0.3949
H: -4.584 2.023 0.308  0.4093
H: -6.344 2.613 -1.529  0.4014
H: -5.821 0.936 -3.668  0.3265
H: 2.615 2.880 3.142  0.4796
H: 7.600 2.469 6.156  0.3969
H: 6.040 4.390 5.957  0.3834
H: 7.029 0.318 5.160  0.4624
H: 3.956 4.132 4.663  0.3774
H: 1.081 -2.615 -0.240  0.3753
H: 0.384 1.613 -0.800  0.3247
H: -0.728 -3.175 -1.883  0.4118
H: -1.503 1.040 -2.364  0.5179
H: 2.425 -1.001 0.809  0.2670

> Among the records above, which one has the lowest net charge?

C22H14N4O4

> Among the records above, which one has the highest net charge?

C25H14Cl5IrNO4S2